The following is a quantum chemistry calculation of a cluster of 4 separate species, C20H50IN7O7P in total, from the Open Molecules 2025 dataset.

Computed properties:
**F_max**: 0.41 eV Å⁻¹
**Energy**: -63693.8101 eV
**Total charge**: +1
**HOMO energy**: -10.025 eV
**Molar mass**: 658.54 g mol⁻¹

Last column: Löwdin charge in e.
Cartesian coordinates (Å):
H: -1.30 0.77 0.33  0.125
H: 0.29 0.03 5.27  0.083
C: 0.62 1.29 -0.47  -0.223
H: 0.69 5.76 -5.03  0.074
C: -0.12 -6.48 -0.25  -0.107
C: -0.25 0.69 0.63  -0.187
H: -2.60 -7.16 -3.48  0.045
H: -3.48 0.99 4.98  0.110
N: 0.02 -0.69 1.02  -0.042
H: -0.12 1.31 1.52  0.114
O: 1.63 -3.17 0.55  -0.204
C: -1.92 0.42 3.67  -0.230
C: 0.22 -3.05 0.47  -0.232
N: -2.51 -0.76 5.73  -0.052
H: 0.58 3.46 -2.79  0.100
O: -2.94 0.79 8.40  -0.176
H: -4.69 -0.19 8.32  0.122
C: 1.29 4.27 -2.56  -0.236
C: 2.82 0.36 -0.32  -0.099
H: 1.69 1.61 -6.93  0.119
N: -2.60 -6.79 -2.55  0.163
C: 2.10 2.57 -6.59  -0.223
H: 1.04 2.54 -4.75  0.106
H: 2.63 5.20 -7.16  0.082
O: 0.74 5.51 -2.95  -0.170
H: -3.47 -6.76 -2.05  0.129
H: 3.21 -3.47 1.78  0.093
H: 0.55 0.72 -1.41  0.114
H: -2.99 -1.71 7.50  0.119
H: 3.13 2.65 -6.97  0.123
H: -1.40 -0.48 3.32  0.106
N: -0.34 -6.02 -2.37  -0.181
H: 2.01 -2.34 2.44  0.083
H: -4.33 -1.52 6.39  0.117
C: -1.48 -6.56 -1.86  -0.412
H: -1.31 -1.72 -0.20  0.129
H: -1.85 2.50 8.53  0.089
H: 3.32 4.82 -2.87  0.123
H: 1.25 5.26 -8.28  0.089
H: 3.82 0.75 -0.51  0.092
C: 2.67 3.98 -3.14  -0.191
H: -0.11 -3.80 -0.25  0.081
H: 0.72 0.37 3.58  0.066
C: -3.46 -1.01 6.81  -0.202
H: -4.44 0.93 6.99  0.111
H: -0.30 -3.43 -3.04  0.065
C: 2.15 -3.27 1.87  -0.093
O: 0.48 -3.81 -3.47  -0.376
H: -3.79 -0.51 4.10  0.123
H: -1.68 -0.32 6.11  0.073
H: 2.45 4.59 -5.06  0.076
C: 0.29 0.80 4.49  -0.112
H: 0.98 -0.76 1.33  0.073
O: 1.29 3.60 -7.12  -0.196
C: -3.95 0.18 7.62  -0.228
H: -0.25 -3.29 1.44  0.131
O: -0.99 1.33 4.25  -0.189
H: 2.60 1.70 -4.70  0.120
H: -1.29 1.39 7.27  0.071
C: -3.02 0.06 4.64  -0.216
H: -2.77 2.34 7.02  0.089
C: -2.18 1.80 7.76  -0.100
H: 2.51 -0.23 -1.18  0.086
H: 0.35 -6.53 0.72  0.156
H: 1.67 -4.08 2.42  0.088
H: 2.61 4.18 -8.62  0.089
H: 0.93 1.62 4.82  0.094
H: 3.07 3.10 -2.62  0.112
H: -0.45 4.57 -4.37  0.087
H: 0.23 2.29 -0.68  0.110
H: -0.72 6.31 -4.11  0.089
O: 1.97 1.47 -0.11  -0.173
H: 2.88 -0.29 0.56  0.073
N: 2.79 3.77 -4.57  -0.047
P: 0.40 -5.35 -3.92  0.536
C: 1.99 4.60 -7.82  -0.112
H: 0.28 -1.47 -0.95  0.105
N: -1.35 -6.84 -0.55  0.181
C: -0.23 -1.69 0.00  -0.217
I: -1.46 -5.39 -5.47  0.548
C: 0.04 5.53 -4.18  -0.099
H: 1.48 -5.67 -1.37  0.170
H: -2.36 0.92 2.80  0.115
C: 2.09 2.60 -5.08  -0.226
N: 0.53 -6.02 -1.30  0.062
H: 1.39 4.31 -1.48  0.120

The following is a quantum chemistry calculation of a cluster of 8 separate species, C20H51BF4N2O5 in total, from the Open Molecules 2025 dataset.

Computed properties:
**F_max**: 14.13 eV Å⁻¹
**Energy**: -46323.6977 eV
**Total charge**: 0
**HOMO energy**: -9.057 eV
**Molar mass**: 486.44 g mol⁻¹
**Energy relative to the best compared isomer or geometry (same formula, charge and spin)**: 171.9 kJ/mol

Last column: Löwdin charge in e.
Cartesian coordinates (Å):
H: -4.50 -2.26 1.00  0.091
H: 0.65 1.94 5.90  0.132
H: 3.10 1.28 -2.30  0.137
C: -2.66 -1.85 1.81  -0.105
H: 4.93 2.49 -3.83  0.156
H: 4.95 -3.59 1.82  0.110
H: -1.59 4.29 -3.96  0.138
H: -1.58 -4.02 -1.98  0.132
C: -2.93 -3.78 0.35  -0.075
F: 1.31 1.54 -0.02  0.183
C: 3.38 -2.67 0.53  -0.322
C: -0.54 -3.76 -1.63  -0.188
H: -0.58 -2.33 2.20  0.157
H: 4.85 -4.05 0.10  0.043
H: 2.63 -1.56 -0.83  0.060
H: 5.52 2.45 -1.97  0.065
H: -0.50 -2.14 -2.72  0.000
F: 1.06 -0.21 -1.41  0.152
C: 0.19 4.37 0.43  -0.017
H: -4.62 1.81 -0.64  0.107
H: -3.12 -4.10 -0.51  0.027
C: -0.60 -3.07 -0.28  -0.174
O: -3.10 1.79 0.95  -0.042
C: 4.80 2.86 -2.65  -0.080
C: -3.54 -2.48 0.67  -0.147
C: -1.57 -2.81 1.99  -0.087
H: -2.10 2.64 -4.26  0.063
H: -2.46 1.32 0.63  -0.081
H: 0.75 0.90 -2.65  0.138
B: 0.55 0.46 -0.33  -1.388
H: 2.74 2.70 -3.06  0.075
N: -1.38 -3.72 0.72  -0.128
H: 0.22 3.94 -0.62  0.076
H: 4.79 3.85 -2.49  0.028
C: 4.77 -3.24 0.75  -0.071
H: -4.60 3.94 1.63  0.099
H: 1.92 0.53 5.67  0.079
H: -5.78 3.58 0.30  0.004
H: 5.54 -2.65 0.21  0.087
H: -0.84 -5.84 0.43  0.035
H: -0.63 2.51 -2.28  0.083
H: -5.67 2.42 1.33  0.080
H: 2.22 2.55 -0.93  -0.056
H: 0.26 -2.87 0.13  0.080
O: 2.98 2.99 -1.08  -0.066
H: 1.01 2.58 3.61  0.087
C: -0.14 2.59 -3.23  -0.396
O: 0.16 1.30 -3.48  -0.102
H: 0.53 1.02 2.63  -0.117
N: -2.30 5.19 1.09  0.126
H: -1.59 -5.53 1.84  0.089
H: 3.13 -2.03 1.15  0.036
C: 3.46 2.37 -2.32  -0.310
C: 1.54 1.74 3.85  -0.282
C: 0.11 -2.85 -2.60  -0.071
O: 0.46 0.90 3.43  -0.021
F: -0.75 0.86 -0.46  0.180
H: -3.04 -1.70 2.73  0.096
H: 0.86 -2.36 -2.10  0.021
H: -3.73 -1.85 -0.30  0.162
C: -0.89 -5.17 1.14  0.086
H: 0.14 -5.12 1.46  0.115
H: 2.96 -3.57 0.65  0.064
H: -0.88 3.18 -5.16  0.008
F: 0.65 -0.40 0.79  0.106
H: 0.63 -3.22 -3.68  0.180
H: 2.41 1.36 3.32  0.128
C: -1.15 3.17 -4.19  -0.066
O: 3.27 -2.29 -0.80  -0.030
H: 0.70 5.22 0.29  0.024
H: -2.33 -0.97 1.10  0.148
C: -5.08 3.23 0.87  -0.098
H: -0.02 -4.71 -1.48  0.112
H: 0.50 3.52 1.08  0.081
C: -4.09 2.45 0.07  -0.274
H: 2.56 2.22 5.61  0.066
H: -3.44 -4.64 0.99  0.183
H: 0.77 3.14 -3.12  0.088
H: -0.80 -2.08 -0.45  0.115
C: -1.24 4.83 0.83  -0.206
C: 1.69 1.59 5.35  -0.099
H: -3.49 3.20 -0.48  0.092
H: -1.76 -3.32 2.83  0.090

The following is a quantum chemistry calculation of a structure of composition C20H51BrGaO9P2Si, from the Open Molecules 2025 dataset.

Computed properties:
**F_max**: 7.49 eV Å⁻¹
**Energy**: -188872.0330 eV
**Total charge**: -1
**HOMO energy**: -4.820 eV
**Molar mass**: 675.28 g mol⁻¹

Last column: Löwdin charge in e.
Cartesian coordinates (Å):
H: 2.57 -8.64 1.27  0.117
C: 1.35 -7.33 -2.60  -0.085
C: -1.31 -3.47 1.60  -0.072
P: 1.00 -5.64 0.15  0.581
H: 6.64 -0.02 1.76  0.023
O: -6.47 2.00 -1.32  -0.219
C: 0.75 4.77 2.16  -0.137
O: 1.28 -4.19 -0.07  -0.212
H: -8.72 1.35 0.17  0.072
C: -4.50 1.37 -3.84  -0.082
O: -4.76 3.24 -2.27  -0.199
P: -4.93 2.36 -0.86  0.584
H: 3.58 -7.23 3.02  0.080
O: 5.08 1.34 -0.64  -0.247
H: 0.33 4.00 2.83  0.064
Ga: 3.55 5.10 -0.09  0.275
H: -2.66 4.27 -0.90  0.059
H: 1.81 -7.14 3.16  0.085
H: 1.74 5.08 2.51  0.044
H: 0.83 -8.23 -2.26  0.081
H: 0.74 -3.83 2.21  0.101
H: -3.91 1.01 -4.68  0.080
O: -0.08 -5.55 1.38  -0.219
H: -0.38 -6.14 -3.06  0.117
H: -3.57 3.53 1.29  0.111
O: -0.03 -6.01 -1.06  -0.206
H: -0.47 -4.66 3.17  0.113
C: 0.48 -6.10 -2.39  -0.287
H: 2.27 -7.26 -2.02  0.063
C: 5.38 2.75 -0.68  -0.353
C: 3.94 1.95 2.09  -0.181
H: 2.01 0.13 0.88  0.022
H: -1.22 -3.34 0.52  0.075
H: 6.21 2.85 -1.40  0.098
C: 5.67 -0.51 1.58  -0.178
H: 3.06 -1.32 0.55  0.012
H: 2.71 -5.81 2.44  0.074
H: 3.75 1.36 3.00  0.032
C: -7.80 0.76 0.29  -0.078
C: -3.94 2.67 -3.30  -0.271
H: -6.27 -0.05 -1.00  0.100
C: -0.21 -4.36 2.16  -0.296
C: -7.03 0.72 -1.02  -0.306
H: 5.75 3.16 0.27  0.075
H: -2.28 -3.92 1.79  0.074
H: 1.25 3.31 0.59  0.077
C: 2.67 -6.90 2.53  -0.080
H: 3.39 2.81 -1.47  0.035
H: -8.08 -0.24 0.61  0.074
H: 5.75 -1.38 0.92  0.020
H: -3.87 3.41 -4.10  0.120
H: 3.95 4.86 1.45  -0.072
H: 2.65 -0.08 -0.74  0.027
H: -1.28 -2.49 2.07  0.080
C: -3.16 4.99 -0.26  -0.080
O: -4.69 1.30 0.15  -0.222
H: -4.51 5.02 1.42  0.115
C: -4.10 4.29 0.71  -0.280
H: 5.26 -0.80 2.56  0.021
C: 2.53 -7.55 1.16  -0.283
Si: 4.44 0.70 0.77  0.434
C: 4.19 3.55 -1.28  -0.293
O: -5.21 3.69 0.04  -0.208
H: 4.71 2.67 2.36  0.017
C: 2.86 -0.27 0.31  -0.153
H: -5.53 1.50 -4.16  0.083
C: 1.50 5.33 -0.20  -0.790
H: 2.99 2.45 1.87  0.007
H: 4.44 3.97 -2.26  0.029
H: 1.62 -7.44 -3.65  0.076
H: -3.71 5.68 -0.90  0.084
H: 4.33 6.44 -0.56  -0.102
H: 1.04 -5.19 -2.63  0.113
H: 3.35 -7.25 0.51  0.111
H: -7.72 0.47 -1.83  0.113
H: -0.27 4.17 0.38  0.055
H: 0.08 5.64 2.21  0.063
H: -7.23 1.24 1.08  0.074
O: 1.27 -7.24 0.54  -0.204
Br: 0.92 4.97 -2.07  0.495
C: 0.79 4.30 0.69  -0.431
H: 1.28 6.36 0.10  0.025
H: -4.50 0.59 -3.07  0.071
H: -2.93 2.52 -2.91  0.116
H: -2.40 5.55 0.28  0.076

The following is a quantum chemistry calculation of a structure of composition C20H51LiN3NbOSi4, from the Open Molecules 2025 dataset.

Computed properties:
**F_max**: 3.06 eV Å⁻¹
**Energy**: -61339.4650 eV
**Total charge**: +2
**HOMO energy**: -14.181 eV
**Molar mass**: 561.84 g mol⁻¹

Last column: Löwdin charge in e.
Cartesian coordinates (Å):
H: -2.43 0.24 -1.95  0.048
C: 0.30 -0.27 -2.41  -0.142
H: 1.24 -4.18 -2.27  0.114
Nb: 0.14 0.11 0.19  1.520
H: -0.90 3.16 2.44  0.125
H: 1.49 0.65 4.86  0.020
O: -1.91 -1.73 3.64  0.187
H: 0.52 0.76 -2.02  0.062
C: 4.56 1.65 3.95  -0.190
C: 3.13 -3.12 1.05  -0.205
H: 1.85 -1.38 4.48  0.022
H: 2.06 -2.91 -1.35  0.058
C: 1.54 1.68 4.46  -0.194
N: -1.43 1.30 -0.29  -0.299
H: 3.60 3.75 1.61  0.024
H: 1.24 -0.61 -2.89  0.077
C: 4.00 -0.45 -1.68  -0.194
H: 5.97 0.29 0.81  0.026
Si: 2.42 0.31 1.38  0.356
H: 3.66 -2.84 0.14  0.010
Si: 3.12 -1.74 2.34  0.356
H: -3.41 1.44 -1.16  0.114
H: 0.14 -3.24 0.39  0.065
C: 5.55 1.19 0.35  -0.184
H: 0.30 2.84 1.17  0.073
C: 4.87 -1.67 3.05  -0.180
H: 1.87 3.91 2.02  0.015
H: -0.99 3.84 -0.73  0.099
H: 4.79 -0.14 -2.39  0.058
Si: 3.84 0.90 -0.37  0.321
C: 1.89 -2.15 3.70  -0.195
C: 2.85 3.61 2.41  -0.206
C: -0.62 2.46 1.65  -0.103
C: -1.06 -2.85 -2.85  -0.027
C: 3.26 2.49 -1.20  -0.206
Si: 2.87 1.87 3.14  0.363
C: -1.45 -1.31 2.63  -0.430
H: 2.10 -3.41 0.79  0.003
H: 4.02 2.79 -1.94  0.055
H: 3.63 -3.98 1.53  0.058
H: -1.96 4.50 0.63  0.114
H: 6.20 1.46 -0.49  0.058
H: 1.59 -2.65 -3.09  0.090
H: -1.14 -3.93 -3.03  0.111
C: -0.11 -2.62 -1.68  -0.662
H: 4.52 0.86 4.72  0.035
H: 3.12 3.31 -0.49  0.018
H: 2.27 -3.07 4.18  0.061
H: 0.55 1.99 4.10  0.013
H: 4.28 -1.42 -1.26  0.022
H: -0.46 -0.20 -3.20  0.102
N: -1.15 -0.97 1.51  -0.085
Li: -2.23 -0.74 -0.58  0.651
H: 5.57 2.00 1.08  0.028
H: -0.49 -4.49 -0.74  0.114
C: -3.06 2.09 1.40  -0.014
H: -2.74 3.71 -0.76  0.091
N: -0.20 -1.19 -1.33  -0.305
C: -1.75 2.37 0.66  -0.683
H: -3.92 2.05 0.73  0.086
H: -0.70 -2.37 -3.76  0.094
C: 1.29 -3.08 -2.12  -0.022
H: -3.02 1.14 1.95  0.082
H: 0.89 -2.31 3.30  0.004
C: -2.35 1.25 -1.46  -0.123
H: 4.91 -1.14 4.01  0.027
H: 1.84 2.34 5.29  0.054
C: -1.87 3.69 -0.10  -0.021
H: 5.18 -2.71 3.22  0.051
H: -2.06 -2.46 -2.63  0.085
H: -1.98 1.89 -2.27  0.114
H: 3.08 -0.58 -2.26  -0.005
H: 4.78 2.61 4.44  0.052
H: 5.37 1.40 3.24  0.022
H: 5.60 -1.20 2.37  0.023
H: -0.44 1.48 2.16  0.042
H: -1.57 -3.19 -0.20  0.078
H: 2.32 2.36 -1.75  0.008
H: -3.24 2.88 2.15  0.114
C: -0.53 -3.42 -0.46  -0.049
H: 3.13 4.28 3.23  0.050

The following is a quantum chemistry calculation of a cluster of 6 separate species, C20H52Br3O7PS5Si in total, from the Open Molecules 2025 dataset.

Computed properties:
**F_max**: 0.24 eV Å⁻¹
**Energy**: -317383.5572 eV
**Total charge**: 0
**HOMO energy**: -7.924 eV
**Molar mass**: 863.74 g mol⁻¹

Last column: Löwdin charge in e.
Cartesian coordinates (Å):
H: -5.66 3.92 -0.02  0.060
H: 7.00 -2.40 1.63  0.048
Si: 0.65 3.03 -0.64  0.511
H: -1.67 -5.92 2.46  0.058
C: 3.54 -2.81 0.56  -0.267
H: -6.06 5.98 -3.32  0.049
O: -0.27 5.46 0.35  -0.240
S: -4.71 5.63 -1.41  0.810
H: 4.60 1.26 -0.96  0.076
H: 3.20 1.63 0.82  0.056
S: 4.77 -1.71 1.25  0.807
H: -2.23 -8.12 3.45  0.058
H: 2.61 -2.25 0.48  0.012
H: -2.44 0.15 1.00  0.073
H: -5.16 -0.97 -2.98  0.061
H: -1.97 -8.58 5.15  0.049
O: 0.28 -7.07 4.11  -0.571
H: 0.71 0.68 -1.37  0.005
H: -8.25 1.00 -3.99  0.050
O: 2.09 4.58 -2.77  -0.485
H: -0.74 6.11 -1.57  0.072
C: -7.49 0.23 -3.97  -0.269
H: -0.18 7.33 -0.42  0.092
C: -2.26 1.07 0.43  -0.164
C: -4.70 4.08 -0.52  -0.276
H: -5.09 -1.08 -4.77  0.055
H: -7.60 -0.42 -4.84  0.053
H: 5.28 -7.87 2.56  0.056
H: 2.59 4.63 -3.59  0.039
C: -4.90 -0.45 -3.90  -0.271
H: -4.49 3.28 -1.23  0.007
H: 5.51 -7.24 4.21  0.048
C: 4.63 3.20 -1.93  -0.108
C: -2.23 -7.77 4.48  -0.270
O: -5.75 1.76 -2.73  -0.573
H: 1.70 -6.87 1.77  0.042
H: -5.65 4.24 -3.10  0.031
C: -1.62 -5.39 3.41  -0.267
C: -1.33 0.78 -0.75  -0.792
C: 3.92 2.09 -1.14  -0.263
H: 2.19 -8.38 2.55  0.053
C: 2.21 3.47 0.33  -0.409
C: -0.75 4.16 0.00  -0.319
Br: 1.55 1.81 -3.86  0.251
H: 5.72 3.06 -1.88  0.070
H: 3.09 1.67 -1.73  0.017
H: -1.19 3.75 0.91  0.074
C: 2.56 -7.47 2.08  -0.276
H: -3.20 -7.36 4.76  0.054
C: 3.43 2.53 0.24  -0.254
H: -3.86 -0.15 -3.88  0.006
H: 3.87 -3.14 -0.42  0.063
C: -0.03 6.30 -0.76  -0.114
H: 2.54 3.14 2.46  0.075
H: 6.28 -3.24 0.22  0.059
H: 5.83 -3.74 1.89  0.030
H: 3.21 -7.67 1.24  0.059
H: -6.91 5.01 -2.09  0.056
C: 1.85 3.69 1.82  -0.111
H: 0.84 3.36 2.09  0.049
O: 4.05 -5.36 2.54  -0.575
Br: 0.74 0.27 1.06  0.759
H: -3.22 1.45 0.09  0.052
S: -5.89 1.04 -4.03  0.812
H: 4.26 3.01 0.76  0.124
H: 3.44 -3.65 1.25  0.016
C: -5.97 5.16 -2.61  -0.266
H: -7.56 -0.35 -3.04  0.058
H: 1.90 4.75 2.09  0.076
C: 0.13 1.17 -0.58  -0.796
C: 6.11 -2.91 1.24  -0.264
O: -3.42 5.69 -2.15  -0.559
H: 4.39 -8.60 3.95  0.055
H: -1.82 1.79 1.11  0.051
O: 5.09 -0.70 0.20  -0.559
H: 4.42 4.19 -1.54  0.064
H: -1.56 4.24 -0.74  0.046
S: 3.46 -6.50 3.29  0.831
S: -0.98 -6.50 4.66  0.820
H: 0.99 6.19 -1.13  0.067
H: -0.93 -4.55 3.34  0.052
P: 0.70 3.68 -2.89  0.449
H: -1.37 -0.28 -1.02  0.079
C: 4.80 -7.68 3.52  -0.266
H: 4.36 3.19 -2.99  0.041
H: -3.91 4.15 0.22  0.040
Br: -1.99 1.69 -2.36  0.751
H: -2.61 -5.03 3.71  0.054
H: 2.51 4.43 -0.10  0.093